Record 1
A 2-piece molecular cluster, C6H12O overall at a distorted geometry. Source: the Open Molecules 2025 dataset; level of theory: ωB97M-V with the def2-TZVPD basis set.

Properties
gap between HOMO and LUMO = 9.1502 eV
SMILES = C/C=C(/C)O.C=C
electronic energy = -8461.3232 eV
HOMO energy = -8.174 eV
relative energy (zero: lowest compared OMol25 entry of this formula, charge and spin) = 292.4 kJ/mol

Geometry as ORCA input:
```
! RIJCOSX wB97M-V def2-TZVPD def2/J DEFGRID3
* xyz 0 1
C -1.235 1.922 0.836
C -1.366 0.700 0.016
C -0.765 -0.464 0.127
C -1.093 -1.580 -0.793
O -0.010 -0.742 1.230
H -1.173 2.742 0.084
H -0.434 2.111 1.562
H -2.142 1.617 1.400
H -2.266 0.761 -0.597
H -0.209 -2.081 -1.202
H -1.685 -1.238 -1.648
H -1.663 -2.274 -0.181
H 0.623 -1.425 0.980
C 1.928 -0.253 -0.849
C 2.440 0.224 0.278
H 2.267 -1.221 -1.206
H 1.302 0.337 -1.511
H 2.988 -0.414 0.962
H 2.493 1.279 0.515
*
```

Record 2
One molecule with the formula C7H10 at a distorted geometry. Source: the Open Molecules 2025 dataset; level of theory: ωB97M-V with the def2-TZVPD basis set.

Properties
gap between HOMO and LUMO = 10.3602 eV
SMILES = C1=C[C@H]2CC[C@@H]2C1
electronic energy = -7416.8761 eV
HOMO energy = -9.180 eV
relative energy (zero: lowest compared OMol25 entry of this formula, charge and spin) = 401.3 kJ/mol

Geometry as ORCA input:
```
! RIJCOSX wB97M-V def2-TZVPD def2/J DEFGRID3
* xyz 0 1
C 1.460 0.834 0.975
C 0.235 0.923 1.382
C -0.691 0.107 0.486
C -1.864 0.003 -0.569
C -0.949 -1.131 -1.211
C 0.230 -0.404 -0.550
C 1.736 -0.199 -0.207
H 2.130 1.333 1.597
H -0.241 1.645 2.035
H -0.974 -0.739 1.142
H -1.907 0.867 -1.326
H -2.922 -0.283 -0.249
H -0.939 -2.052 -0.696
H -1.092 -1.108 -2.346
H 0.174 0.447 -1.278
H 2.337 -1.129 0.301
H 2.490 0.223 -1.016
*
```

Record 3
A 5-piece molecular cluster, C69H60B3NO11 overall at a distorted geometry. Source: the Open Molecules 2025 dataset; level of theory: ωB97M-V with the def2-TZVPD basis set.

Properties
gap between HOMO and LUMO = 7.2852 eV
SMILES = CCCCCCCCCCB1OBOB(N=C(C)C)O1.O=C1c2ccccc2C(=O)c2ccccc21.O=C1c2ccccc2C(=O)c2ccccc21.O=C1c2ccccc2C(=O)c2ccccc21.O=C1c2ccccc2C(=O)c2ccccc21
electronic energy = -98569.6190 eV
HOMO energy = -8.483 eV

Geometry as ORCA input:
```
! RIJCOSX wB97M-V def2-TZVPD def2/J DEFGRID3
* xyz 0 1
C 0.730 -1.173 -2.740
C 0.505 -0.428 -4.188
C -1.066 -0.284 -4.635
C -2.053 0.349 -3.475
C -3.563 -0.315 -3.713
C -4.502 -0.296 -2.360
C -5.932 0.507 -2.687
C -6.278 1.661 -1.569
C -5.592 3.123 -1.848
C -4.056 3.074 -2.418
B -3.408 4.538 -2.802
O -3.767 5.141 -4.118
B -2.474 5.193 -4.853
O -1.139 5.341 -4.242
B -1.181 5.256 -2.768
N 0.106 5.135 -1.924
C 0.295 3.842 -1.502
C -0.647 3.010 -0.444
C 1.625 3.058 -2.145
O -2.454 5.290 -1.962
H -0.145 -1.942 -2.601
H 1.782 -1.698 -2.677
H 0.675 -0.345 -1.889
H 1.115 0.581 -4.197
H 1.021 -1.120 -5.010
H -1.094 0.467 -5.561
H -1.501 -1.308 -4.999
H -2.119 1.515 -3.713
H -1.659 0.226 -2.380
H -3.498 -1.431 -4.123
H -4.028 0.313 -4.614
H -3.982 0.363 -1.511
H -4.683 -1.351 -1.878
H -5.965 0.922 -3.799
H -6.773 -0.314 -2.621
H -6.095 1.241 -0.468
H -7.459 1.828 -1.629
H -5.543 3.674 -0.792
H -6.209 3.805 -2.578
H -4.070 2.446 -3.434
H -3.292 2.549 -1.666
H -2.553 5.145 -6.048
H -1.517 3.667 0.041
H -0.035 2.540 0.460
H -1.214 2.084 -0.939
H 2.472 2.900 -1.342
H 1.237 2.017 -2.559
H 2.042 3.745 -3.025
O 1.556 0.689 1.903
C 1.740 0.355 3.066
C 1.281 1.217 4.174
C 0.613 2.415 3.889
C 0.141 3.216 4.930
C 0.332 2.824 6.255
C 1.013 1.640 6.541
C 1.494 0.838 5.499
C 2.228 -0.404 5.811
O 2.463 -0.710 6.975
C 2.669 -1.276 4.705
C 3.336 -2.475 4.992
C 3.727 -3.322 3.954
C 3.454 -2.977 2.630
C 2.803 -1.775 2.342
C 2.415 -0.920 3.382
H 0.455 2.725 2.858
H -0.382 4.144 4.707
H -0.047 3.442 7.066
H 1.163 1.343 7.578
H 3.547 -2.754 6.023
H 4.240 -4.255 4.179
H 3.750 -3.641 1.822
H 2.597 -1.511 1.306
O -2.334 4.294 8.643
C -3.397 4.686 9.108
C -3.624 6.127 9.345
C -2.623 7.050 9.015
C -2.845 8.415 9.199
C -4.063 8.862 9.709
C -5.055 7.943 10.054
C -4.833 6.572 9.878
C -5.881 5.606 10.263
O -6.921 5.994 10.782
C -5.662 4.168 10.008
C -6.665 3.247 10.336
C -6.481 1.889 10.068
C -5.299 1.450 9.473
C -4.292 2.365 9.158
C -4.472 3.727 9.431
H -1.671 6.708 8.611
H -2.068 9.131 8.938
H -4.241 9.927 9.840
H -6.002 8.299 10.457
H -7.592 3.583 10.797
H -7.262 1.176 10.320
H -5.160 0.393 9.255
H -3.371 2.013 8.696
O 3.202 -11.231 1.034
C 2.982 -10.038 0.866
C 3.546 -9.330 -0.302
C 4.321 -10.035 -1.232
C 4.824 -9.383 -2.359
C 4.556 -8.029 -2.560
C 3.799 -7.321 -1.625
C 3.299 -7.971 -0.491
C 2.515 -7.209 0.502
O 2.344 -6.003 0.364
C 1.934 -7.920 1.658
C 1.158 -7.214 2.587
C 0.577 -7.884 3.665
C 0.768 -9.257 3.818
C 1.553 -9.960 2.901
C 2.142 -9.289 1.822
H 4.530 -11.093 -1.085
H 5.421 -9.933 -3.083
H 4.937 -7.524 -3.444
H 3.598 -6.263 -1.786
H 1.001 -6.143 2.471
H -0.028 -7.335 4.382
H 0.307 -9.781 4.652
H 1.700 -11.031 3.030
O 2.342 0.231 -10.790
C 3.332 0.122 -10.077
C 4.476 -0.707 -10.507
C 4.435 -1.356 -11.748
C 5.529 -2.108 -12.178
C 6.663 -2.215 -11.375
C 6.699 -1.584 -10.130
C 5.601 -0.834 -9.692
C 5.640 -0.185 -8.367
O 6.606 -0.341 -7.628
C 4.505 0.660 -7.946
C 4.549 1.309 -6.705
C 3.495 2.137 -6.313
C 2.399 2.319 -7.156
C 2.348 1.661 -8.387
C 3.401 0.825 -8.780
H 3.555 -1.272 -12.383
H 5.497 -2.607 -13.144
H 7.521 -2.791 -11.716
H 7.586 -1.676 -9.506
H 5.403 1.176 -6.044
H 3.532 2.644 -5.351
H 1.583 2.971 -6.855
H 1.487 1.805 -9.038
*
```

Record 4
One molecule with the formula C4H6O2. Source: the Open Molecules 2025 dataset; level of theory: ωB97M-V with the def2-TZVPD basis set.

Properties
gap between HOMO and LUMO = 9.3199 eV
SMILES = CCC(=O)C=O
electronic energy = -8339.4771 eV
HOMO energy = -9.863 eV
relative energy (zero: lowest compared OMol25 entry of this formula, charge and spin) = 94.9 kJ/mol

Geometry as ORCA input:
```
! RIJCOSX wB97M-V def2-TZVPD def2/J DEFGRID3
* xyz 0 1
C 0.058 0.141 1.669
C -0.660 -0.103 0.337
C 0.123 0.467 -0.821
O 0.488 1.621 -0.895
C 0.495 -0.452 -1.991
O 0.192 -1.617 -2.045
H 0.901 -0.546 1.798
H 0.436 1.167 1.710
H -0.630 -0.007 2.506
H -1.622 0.421 0.347
H -0.852 -1.167 0.162
H 1.071 0.075 -2.778
*
```

Record 5
C3H5NO2 as an isolated structure. Source: the Open Molecules 2025 dataset; level of theory: ωB97M-V with the def2-TZVPD basis set.

Properties
gap between HOMO and LUMO = 9.6059 eV
electronic energy = -8773.4745 eV
HOMO energy = -9.353 eV
relative energy (zero: lowest compared OMol25 entry of this formula, charge and spin) = 407.2 kJ/mol

Geometry as ORCA input:
```
! RIJCOSX wB97M-V def2-TZVPD def2/J DEFGRID3
* xyz 0 1
N -1.327 0.630 0.913
C -1.112 -0.366 0.020
O -1.964 -0.893 -0.687
C 0.203 -0.978 -0.164
C 1.166 -0.133 -0.911
O 1.551 0.193 0.449
H -0.555 1.076 1.381
H -2.254 1.020 0.992
H 1.508 -0.707 0.878
H 1.967 -0.623 -1.471
H 0.818 0.780 -1.400
*
```

Record 6
One molecule with the formula C2H6N4 at a distorted geometry. Source: the Open Molecules 2025 dataset; level of theory: ωB97M-V with the def2-TZVPD basis set.

Properties
gap between HOMO and LUMO (spin up / spin down) = 8.7393 / 8.7399 eV
electronic energy = -8126.2773 eV
HOMO energy (spin up / spin down) = -8.177 / -8.178 eV
relative energy (zero: lowest compared OMol25 entry of this formula, charge and spin) = 561.1 kJ/mol

Geometry as ORCA input:
```
! RIJCOSX wB97M-V def2-TZVPD def2/J DEFGRID3
* xyz 0 1
C -0.386 1.671 -0.325
C 1.285 -0.889 0.362
N -1.456 1.122 -0.890
N -1.872 0.016 -0.560
N -1.056 -0.738 0.240
N 0.057 -0.188 0.697
H 0.153 2.215 -1.013
H -0.503 1.981 0.730
H 1.639 -0.798 -0.607
H 2.043 -0.616 0.998
H 1.250 -2.102 0.427
H -1.154 -1.674 -0.059
*
```

Record 7
C27H33IrN7O4S2 as an isolated structure at a distorted geometry. Source: the Open Molecules 2025 dataset; level of theory: ωB97M-V with the def2-TZVPD basis set.

Properties
gap between HOMO and LUMO (spin up / spin down) = 6.0105 / 6.2320 eV
electronic energy = -71662.5143 eV
HOMO energy (spin up / spin down) = -6.072 / -6.291 eV
relative energy (zero: lowest compared OMol25 entry of this formula, charge and spin) = 63.0 kJ/mol

Geometry as ORCA input:
```
! RIJCOSX wB97M-V def2-TZVPD def2/J DEFGRID3
* xyz 0 2
Ir 0.259 -0.083 -1.049
C 1.619 3.798 0.406
C 1.676 2.421 -0.210
N 0.570 1.826 -0.531
N -0.582 2.644 -0.359
C -1.517 2.301 -1.176
S -1.458 1.051 -2.352
S -3.049 3.166 -1.139
C -2.826 4.318 0.250
C -3.159 3.706 1.582
C -4.481 3.488 1.959
C -4.783 2.879 3.166
C -3.763 2.476 4.019
C -2.442 2.704 3.661
C -2.145 3.318 2.451
C 3.010 1.856 -0.503
C 4.142 2.681 -0.365
C 5.420 2.258 -0.652
C 5.608 0.948 -1.096
C 4.532 0.114 -1.258
C 3.207 0.536 -0.985
O 2.261 -0.332 -1.184
H 0.714 3.900 0.995
H 1.587 4.574 -0.362
H 2.482 3.969 1.041
H -3.485 5.156 0.018
H -1.794 4.662 0.226
H -5.281 3.791 1.292
H -5.817 2.717 3.444
H -3.997 1.987 4.955
H -1.640 2.408 4.326
H -1.115 3.505 2.172
H 4.015 3.704 -0.048
H 6.258 2.932 -0.535
H 6.605 0.586 -1.317
H 4.659 -0.904 -1.610
N -0.784 0.111 1.780
C -1.704 -1.007 1.989
C -1.245 -1.905 3.138
C -0.296 -3.004 2.692
C 0.678 -2.528 1.628
N 1.335 -3.642 0.956
C 0.719 -4.366 0.037
N -0.554 -4.175 -0.246
N 1.415 -5.351 -0.589
C -1.922 -1.832 0.686
O -2.232 -3.047 0.859
O -1.803 -1.289 -0.435
H -0.067 0.142 2.492
H -1.259 1.005 1.791
H -2.692 -0.602 2.233
H -2.100 -2.382 3.617
H -0.784 -1.268 3.900
H -0.898 -3.807 2.271
H 0.244 -3.417 3.549
H 1.463 -1.883 2.024
H 0.177 -1.950 0.849
H 2.282 -3.878 1.197
H -1.192 -3.499 0.240
H -0.956 -4.667 -1.026
H 2.419 -5.321 -0.567
H 1.008 -5.789 -1.396
O 0.367 -2.103 -1.798
N 0.346 -1.963 -3.114
C -0.854 -1.940 -3.721
C -0.932 -1.794 -5.087
C 0.234 -1.668 -5.829
C 1.454 -1.691 -5.172
C 1.490 -1.835 -3.800
H -1.691 -2.011 -3.038
H -1.906 -1.768 -5.553
H 0.191 -1.535 -6.901
H 2.386 -1.585 -5.707
H 2.373 -1.816 -3.180
*
```

Record 8
One molecule with the formula C5H7N3 at a distorted geometry. Source: the Open Molecules 2025 dataset; level of theory: ωB97M-V with the def2-TZVPD basis set.

Properties
gap between HOMO and LUMO = 8.7608 eV
SMILES = [H]/N=C(N)/C(C#C)=C\N
electronic energy = -9766.2174 eV
HOMO energy = -7.789 eV
relative energy (zero: lowest compared OMol25 entry of this formula, charge and spin) = 305.9 kJ/mol

Geometry as ORCA input:
```
! RIJCOSX wB97M-V def2-TZVPD def2/J DEFGRID3
* xyz 0 1
H -2.679 -0.222 0.783
N -1.949 -0.304 0.104
C -0.794 -0.487 0.568
N -0.405 -1.206 1.668
C 0.374 0.017 -0.167
C 1.698 -0.195 0.358
C 2.866 -0.065 0.729
C 0.190 0.723 -1.289
N -0.972 1.159 -1.820
H 0.423 -1.704 1.627
H -0.994 -1.677 2.290
H 3.863 0.249 0.895
H 1.030 1.038 -1.836
H -0.858 1.724 -2.608
H -1.792 0.950 -1.302
*
```

Record 9
C64H60F4N8 as an isolated structure at a distorted geometry. Source: the Open Molecules 2025 dataset; level of theory: ωB97M-V with the def2-TZVPD basis set.

Properties
gap between HOMO and LUMO = 5.4482 eV
electronic energy = -90018.6367 eV
HOMO energy = -6.093 eV

Geometry as ORCA input:
```
! RIJCOSX wB97M-V def2-TZVPD def2/J DEFGRID3
* xyz 0 1
N -4.366 -2.337 0.072
C -3.897 -2.936 -1.054
C -3.392 -2.187 -2.104
C -3.319 -0.775 -2.009
C -3.647 -0.170 -0.837
C -4.207 -0.993 0.175
H -3.962 -4.014 -1.027
H -3.108 -2.722 -2.998
H -3.027 -0.174 -2.858
H -3.444 0.833 -0.492
H -4.357 -0.567 1.156
N -0.515 -2.718 -0.434
C -1.848 -2.769 -0.214
C -2.433 -3.040 1.015
C -1.570 -3.350 2.054
C -0.189 -3.298 1.869
C 0.309 -2.959 0.645
H -2.455 -2.452 -1.049
H -3.490 -2.918 1.200
H -1.962 -3.549 3.041
H 0.497 -3.527 2.671
H 1.368 -2.976 0.439
N 3.343 1.238 -0.563
C 3.398 0.595 -1.717
C 2.882 1.055 -2.930
C 2.370 2.380 -2.915
C 2.426 3.135 -1.758
C 2.981 2.549 -0.625
H 3.743 -0.427 -1.661
H 2.960 0.493 -3.848
H 1.980 2.831 -3.815
H 2.074 4.149 -1.880
H 3.135 3.126 0.275
N -0.315 1.959 -3.884
C -0.768 1.662 -5.132
C -0.338 0.535 -5.851
C 0.576 -0.347 -5.266
C 1.104 -0.060 -3.991
C 0.614 1.077 -3.327
H -1.360 2.374 -5.687
H -0.552 0.437 -6.905
H 1.074 -1.182 -5.735
H 1.894 -0.619 -3.512
H 1.042 1.358 -2.376
N -3.626 3.461 -1.979
C -2.911 2.769 -1.030
C -2.188 1.633 -1.216
C -2.281 1.105 -2.499
C -2.895 1.799 -3.530
C -3.526 3.048 -3.275
H -3.121 3.094 -0.021
H -1.817 1.067 -0.374
H -1.839 0.148 -2.737
H -2.774 1.403 -4.528
H -3.905 3.701 -4.047
N -2.334 -0.740 4.470
C -1.811 0.288 3.729
C -1.981 0.462 2.379
C -2.657 -0.515 1.662
C -3.358 -1.537 2.396
C -3.143 -1.585 3.770
H -1.135 1.006 4.170
H -1.446 1.208 1.810
H -2.685 -0.409 0.588
H -4.087 -2.159 1.898
H -3.730 -2.257 4.378
N -1.269 3.004 0.399
C -0.570 3.803 1.298
C 0.485 4.638 0.962
C 0.853 4.676 -0.375
C 0.209 3.840 -1.313
C -0.878 3.115 -0.907
H -0.768 3.716 2.356
H 0.896 5.395 1.614
H 1.658 5.347 -0.633
H 0.521 3.855 -2.347
H -1.446 2.563 -1.642
N -0.017 -1.807 -4.510
C 0.243 -3.160 -4.322
C 0.302 -3.843 -3.129
C -0.025 -3.102 -1.996
C -0.351 -1.758 -2.061
C -0.353 -1.155 -3.332
H 0.503 -3.750 -5.188
H 0.553 -4.880 -2.962
H -0.025 -3.531 -1.005
H -0.672 -1.196 -1.196
H -0.859 -0.203 -3.398
F 3.710 -2.222 4.318
C 2.382 -1.963 4.370
C 1.682 -2.045 3.158
C 0.305 -1.789 3.193
C -0.328 -1.340 4.386
C 0.403 -1.264 5.641
C 1.781 -1.533 5.537
H 2.191 -2.375 2.264
H -0.277 -1.875 2.288
H -1.382 -1.135 4.272
H -0.014 -0.978 6.595
H 2.371 -1.536 6.442
F 3.732 0.299 3.939
C 2.622 0.916 3.417
C 1.423 0.477 3.866
C 0.246 1.003 3.391
C 0.309 2.002 2.449
C 1.544 2.576 2.097
C 2.719 2.030 2.630
H 1.444 -0.364 4.544
H -0.680 0.610 3.785
H -0.632 2.483 2.223
H 1.484 3.481 1.510
H 3.712 2.345 2.346
F 5.655 -2.384 -0.701
C 4.811 -1.772 0.218
C 4.584 -2.359 1.456
C 3.804 -1.615 2.356
C 3.112 -0.473 1.983
C 3.268 -0.040 0.659
C 4.204 -0.601 -0.196
H 5.115 -3.262 1.717
H 3.605 -2.035 3.330
H 2.493 0.136 2.625
H 2.813 0.902 0.390
H 4.439 -0.111 -1.129
F -2.164 -0.464 -1.245
C -1.089 -0.094 -0.591
C -0.398 1.014 -1.115
C 0.769 1.453 -0.493
C 1.233 0.763 0.653
C 0.477 -0.245 1.154
C -0.685 -0.711 0.556
H -0.719 1.431 -2.058
H 1.414 2.240 -0.854
H 2.101 1.194 1.130
H 0.810 -0.589 2.123
H -1.391 -1.459 0.887
*
```

Record 10
A 5-piece molecular cluster, C10H28NO7 overall at a distorted geometry. Source: the Open Molecules 2025 dataset; level of theory: ωB97M-V with the def2-TZVPD basis set.

Properties
gap between HOMO and LUMO = 7.5362 eV
electronic energy = -26641.9753 eV
HOMO energy = -4.505 eV
relative energy (zero: lowest compared OMol25 entry of this formula, charge and spin) = 342.6 kJ/mol

Geometry as ORCA input:
```
! RIJCOSX wB97M-V def2-TZVPD def2/J DEFGRID3
* xyz -1 1
C 3.461 0.309 2.763
O 2.588 0.331 1.575
C 2.555 1.654 0.932
C 1.152 2.478 1.201
C 0.373 2.032 2.588
N -0.969 2.728 2.574
C -2.129 1.784 2.797
C -2.228 0.545 1.717
O -3.068 -0.469 2.063
O -1.469 0.420 0.464
H 3.010 -0.285 3.683
H 3.625 1.417 3.155
H 4.488 -0.181 2.402
H 2.610 1.484 -0.247
H 3.451 2.359 1.197
H 1.336 3.648 1.295
H 0.377 2.340 0.320
H 0.334 0.876 2.771
H 1.028 2.478 3.480
H -0.955 3.371 3.422
H -3.118 2.432 2.636
H -2.179 1.352 3.900
C -3.048 -2.207 -1.408
O -1.659 -2.413 -1.224
H -3.384 -2.794 -2.266
H -3.587 -2.531 -0.515
H -3.238 -1.148 -1.597
H -1.391 -1.880 -0.456
C 1.752 -0.417 -2.608
O 1.763 -0.942 -1.293
H 2.710 0.070 -2.804
H 1.606 -1.230 -3.324
H 0.946 0.315 -2.703
H 0.901 -1.368 -1.149
C -0.642 -6.262 -0.922
O -1.109 -5.167 -0.156
H -0.298 -7.048 -0.245
H -1.455 -6.648 -1.542
H 0.190 -5.938 -1.553
H -1.407 -4.486 -0.783
C -0.348 3.343 -3.651
O -0.337 2.819 -2.336
H 0.610 3.831 -3.847
H -0.494 2.531 -4.367
H -1.154 4.075 -3.746
H -1.199 2.392 -2.192
*
```